# 1
ORCA calculation (ωB97M-V with the def2-TZVPD basis set) on 2 unconnected molecules or ions with the total composition C27H45ClIN6O5S4.

Last column: Löwdin charge in e.
Cartesian coordinates (Å):
C: -1.8336 -2.4769 3.2749  -0.09
N: -1.6230 -1.1364 2.6691  -0.09
C: -0.9404 -0.2953 3.6749  -0.21
C: -0.3776 1.0092 3.0732  -0.35
N: 0.6835 1.5563 3.9510  0.11
C: 0.5329 1.4594 5.1585  -0.75
S: 0.2036 1.5070 6.6888  0.83
N: 0.1462 0.6552 1.7374  0.08
C: 1.3105 -0.1968 1.5037  -0.09
C: 2.6001 0.2543 2.1920  -0.21
C: 3.6842 -0.7953 1.8706  -0.42
S: 3.3416 -2.3696 2.7442  0.93
C: 2.6761 -3.4453 1.4979  -1.10
S: 1.4360 -4.4218 1.8706  0.75
N: 3.2711 -3.4602 0.2233  -0.17
C: 2.7851 -3.0273 -0.9752  -0.14
C: 3.7731 -3.2308 -1.9087  -0.13
N: 4.8520 -3.8030 -1.2723  0.07
C: 4.5558 -3.9346 -0.0233  -0.15
C: -0.5602 1.1734 0.7938  -0.10
C: -0.3428 1.1020 -0.6734  -0.09
C: -1.5073 0.3821 -1.4282  -0.14
C: -1.7630 1.0226 -2.8020  -0.20
C: -0.5126 1.2630 -3.6632  -0.25
S: 0.3010 -0.2487 -4.1967  0.36
O: -0.5770 -1.3788 -4.0778  -0.33
O: 0.7686 -0.0029 -5.5312  -0.32
Cl: 1.9557 -0.5049 -3.0161  0.46
C: -1.7495 1.9215 1.3506  -0.27
C: -2.4417 3.0066 0.5186  -0.22
N: -3.8529 2.6735 0.2522  0.02
C: -1.3708 2.1949 2.8465  -0.63
I: -3.2605 2.0968 3.9072  1.09
C: -0.8511 3.6153 3.0836  -0.23
C: 0.2446 4.0898 2.0903  -0.12
C: 1.4931 4.7017 2.7719  -0.14
O: 2.6723 3.8936 2.6720  0.00
C: 3.2388 3.9271 1.4555  -0.55
C: 4.5553 3.1854 1.3465  0.02
O: 2.7664 4.4886 0.5024  0.11
H: -0.9682 -3.1146 3.0847  0.04
H: -2.7546 -2.9302 2.9135  0.09
H: -1.9306 -2.4228 4.3690  0.09
H: -2.5703 -0.7757 2.5793  0.08
H: -0.1196 -0.8987 4.0768  0.13
H: -1.6359 -0.1196 4.4992  0.07
H: 1.0548 -1.1838 1.9086  0.11
H: 1.5099 -0.3425 0.4447  0.12
H: 2.9405 1.2258 1.8353  0.09
H: 2.4991 0.2503 3.2757  0.10
H: 3.7475 -1.0205 0.8023  0.08
H: 4.6450 -0.4549 2.2548  0.08
H: 1.7953 -2.6168 -1.0996  0.09
H: 3.7454 -2.9878 -2.9561  0.09
H: 5.1401 -4.3461 0.7839  0.13
H: 0.5868 0.6142 -0.9624  0.06
H: -0.2769 2.1266 -1.0497  0.13
H: -2.4123 0.4783 -0.8293  0.10
H: -1.2515 -0.6709 -1.5500  0.12
H: -2.2628 1.9910 -2.7008  0.12
H: -2.4386 0.3725 -3.3613  0.12
H: 0.2066 1.9387 -3.1953  0.10
H: -0.8244 1.7639 -4.5810  0.12
H: -2.4963 1.1151 1.4265  0.10
H: -1.9185 3.2427 -0.4136  0.11
H: -2.4622 3.9365 1.0930  0.11
H: -4.1612 3.1111 -0.6066  0.08
H: -3.9837 1.6758 0.1394  0.06
H: -1.7090 4.2736 2.9420  0.08
H: -0.5206 3.7854 4.1073  0.10
H: -0.1566 4.8780 1.4498  0.12
H: 0.5997 3.3090 1.4137  0.10
H: 1.6803 5.6809 2.3295  0.13
H: 1.3275 4.8757 3.8352  0.13
H: 5.3542 3.9169 1.2203  0.10
H: 4.5598 2.5818 0.4371  0.09
H: 4.7492 2.5308 2.1959  0.08
C: -3.4145 -4.5744 -4.4316  -0.06
C: -3.8622 -4.3385 -5.8654  -0.50
C: -2.7814 -4.7375 -6.8580  -0.06
O: -4.2012 -2.9625 -6.0453  -0.06
H: -2.5318 -3.9695 -4.2022  0.07
H: -4.1987 -4.2784 -3.7330  0.08
H: -3.1706 -5.6233 -4.2569  0.08
H: -4.7695 -4.9098 -6.0641  0.14
H: -1.8783 -4.1407 -6.7016  0.08
H: -3.1160 -4.5566 -7.8796  0.08
H: -2.5209 -5.7922 -6.7583  0.08
H: -3.4066 -2.4454 -5.8761  0.08

Values from the calculation:
Charge: +1
Energy, eV: -111863.080
Multiplicity: 1

# 2
ORCA calculation (ωB97M-V with the def2-TZVPD basis set) on 2 unconnected molecules or ions with the total composition C27H45F5N3O9PSSi.

Last column: Löwdin charge in e.
Cartesian coordinates (Å):
C: 0.7598 -5.4954 0.7296  -0.06
C: 0.2454 -4.1412 1.2397  -0.22
O: 0.7699 -3.0059 0.5183  -0.07
N: -0.1013 -2.4312 -0.4405  -0.17
P: -1.0636 -3.6531 -1.4170  0.86
O: -2.2606 -4.1472 -0.7376  -0.34
C: 0.8632 -1.7517 -1.3945  -0.26
N: 1.5110 -2.7709 -2.2238  0.10
C: 0.2010 -0.7350 -2.3118  -0.20
C: 1.2573 0.0296 -3.1422  -0.47
F: 0.5470 1.0210 -3.7643  0.10
F: 1.7406 -0.7354 -4.1453  0.11
C: 2.3180 0.6798 -2.2607  -0.14
C: 3.7545 0.5118 -2.7763  -0.22
Si: 4.9304 1.4960 -1.6698  0.59
C: 6.6530 0.7081 -1.8141  -0.16
C: 5.1515 3.2708 -2.2356  -0.17
C: 4.3199 1.3497 0.0942  -0.28
C: 3.9393 2.4620 0.8542  -0.06
C: 3.4316 2.2721 2.1415  -0.04
C: 3.3209 0.9812 2.6492  -0.07
C: 3.7354 -0.1288 1.9165  -0.10
C: 4.2347 0.0545 0.6319  -0.13
O: -0.4522 0.2597 -1.5702  0.04
C: -1.4512 -0.2436 -0.7291  -0.47
O: -1.7753 0.8693 0.0348  0.09
C: -2.6987 -0.7100 -1.5253  -0.11
C: -3.9117 0.2193 -1.4459  -0.17
C: -5.0426 -0.3938 -2.2842  -0.16
C: -6.3756 0.1658 -1.8181  -0.19
O: -7.2941 0.2250 -2.9216  0.00
C: -8.5473 0.6061 -2.5950  -0.56
C: -8.7419 1.7521 -1.6377  0.01
O: -9.4850 0.0735 -3.0848  0.14
C: -0.9028 -1.3213 0.2490  -0.18
N: -1.9966 -1.7649 1.0602  0.13
C: -1.9900 -1.4446 2.3067  -0.34
C: -0.8222 -1.5108 3.2497  0.01
C: -3.2887 -1.0255 2.9134  -0.01
H: 1.1611 -6.0791 1.5471  0.08
H: 1.5079 -5.3300 -0.0433  0.07
H: -0.0499 -6.0469 0.2559  0.07
H: -0.8340 -4.1388 1.3647  0.11
H: 0.6445 -4.0296 2.2439  0.12
H: -1.3608 -3.0615 -2.6486  0.06
H: -0.1446 -4.6792 -1.6522  0.04
H: 1.6252 -1.3201 -0.7485  0.15
H: 1.8023 -3.5514 -1.6412  0.07
H: 2.3784 -2.3620 -2.5581  0.10
H: -0.5083 -1.1585 -3.0257  0.14
H: 2.1282 1.7500 -2.2835  0.14
H: 2.2269 0.3742 -1.2240  0.09
H: 3.8052 0.9051 -3.7912  0.09
H: 4.0959 -0.5252 -2.7983  0.07
H: 7.1120 0.5859 -0.8373  0.03
H: 6.6027 -0.2501 -2.3305  0.02
H: 7.2757 1.3579 -2.4276  0.02
H: 5.8674 3.7850 -1.5981  0.04
H: 4.2195 3.8293 -2.3044  0.03
H: 5.5935 3.2580 -3.2334  0.03
H: 4.0327 3.4513 0.4296  0.10
H: 3.0938 3.1085 2.7374  0.07
H: 2.9049 0.8366 3.6378  0.11
H: 3.6576 -1.1321 2.3163  0.09
H: 4.5631 -0.7892 0.0318  0.10
H: -2.3345 0.5994 0.7715  0.10
H: -3.0435 -1.6921 -1.2014  0.09
H: -2.4716 -0.8222 -2.5883  0.12
H: -4.2823 0.2413 -0.4213  0.12
H: -3.6655 1.2109 -1.8106  0.13
H: -4.9028 -0.1917 -3.3445  0.13
H: -5.0553 -1.4758 -2.1575  0.12
H: -6.8197 -0.4365 -1.0255  0.14
H: -6.2044 1.1778 -1.4470  0.12
H: -7.9438 2.4880 -1.7218  0.08
H: -9.6808 2.2367 -1.8684  0.09
H: -8.7327 1.4084 -0.6056  0.09
H: -0.1682 -0.7938 0.8618  0.16
H: -0.5433 -2.5453 3.4241  0.08
H: -1.1130 -1.1038 4.2129  0.09
H: 0.0335 -0.9254 2.9127  0.09
H: -4.1244 -1.3620 2.3059  0.09
H: -3.3202 0.0597 3.0184  0.11
H: -3.4300 -1.4680 3.8984  0.09
C: 2.5037 6.1683 6.1462  -0.67
F: 1.9302 6.3443 7.3459  0.11
F: 2.0065 7.1088 5.3256  0.11
F: 3.8144 6.4209 6.2904  0.11
S: 2.2051 4.4726 5.4967  0.44
O: 0.7637 4.3920 5.4076  -0.34
O: 2.8025 3.6154 6.4950  -0.33
O: 2.8922 4.4864 4.2169  -0.35

Values from the calculation:
Charge: 0
Energy relative to the best compared isomer or geometry (same formula, charge and spin), eV: 0.000
Energy, eV: -93211.931
Multiplicity: 1

LUMO level, respectively: -3.45; -1.26 eV.
Gap between HOMO and LUMO, respectively: 7.9096; 6.3678 eV.
HOMO, respectively: -11.4; -7.6 eV.